[1]
45
Properties=species:S:1:pos:R:3:forces:R:3:mulliken_charge:R:1 method="wB97M-V/def2-TZVPD" homo_ha=-0.4012 relative_energy_kj_mol=180.9 smiles=ClCCl.ClCCl.ClCCl.ClCCl.ClCCl.ClCCl.ClCCl.ClCCl.ClCCl e_lumo_ev=0.0
Cl -3.893 2.621 -4.686 0.01 0.47 0.34 -0.144
C -4.588 3.835 -3.565 0.23 0.01 -0.23 -0.240
Cl -3.538 4.155 -2.128 -0.74 -0.39 -0.67 -0.139
H -4.692 4.791 -4.079 0.16 -0.28 -0.03 0.259
H -5.576 3.437 -3.331 0.34 0.18 0.59 0.265
Cl 9.124 2.934 2.204 0.12 -0.18 -0.23 -0.148
C 8.731 1.248 1.779 -0.29 0.29 0.46 -0.249
Cl 7.135 1.194 0.917 1.14 -0.28 0.49 -0.129
H 9.553 0.806 1.218 -0.44 0.28 -0.42 0.277
H 8.693 0.737 2.741 -0.54 -0.10 -0.30 0.249
Cl -3.481 -7.752 -0.980 0.09 0.44 0.70 -0.148
C -3.574 -6.849 0.565 -0.48 1.15 -0.32 -0.230
Cl -2.782 -7.569 1.914 0.42 -1.07 0.81 -0.140
H -3.089 -5.873 0.543 -0.10 -0.13 -0.98 0.250
H -4.619 -6.668 0.817 0.07 -0.38 -0.21 0.268
Cl -7.381 1.560 4.149 0.34 -0.14 -0.42 -0.142
C -6.806 1.413 2.471 -0.36 0.32 -0.56 -0.228
Cl -6.018 -0.111 2.059 0.07 -0.13 0.29 -0.142
H -7.671 1.484 1.811 0.06 0.04 0.27 0.251
H -6.109 2.213 2.221 -0.10 -0.09 0.40 0.261
Cl 6.397 3.380 -5.068 0.26 -0.19 0.25 -0.139
C 5.494 1.869 -5.074 -0.50 -0.48 0.26 -0.227
Cl 6.498 0.374 -5.340 -0.65 1.09 -0.21 -0.157
H 4.981 1.678 -4.131 0.45 0.35 0.11 0.251
H 4.699 2.055 -5.797 0.43 -0.77 -0.41 0.273
Cl 0.531 -0.119 -1.453 -0.61 0.43 0.57 -0.135
C 0.417 0.098 0.312 1.38 -0.04 0.62 -0.233
Cl 0.788 -1.487 1.096 -0.41 0.72 -0.06 -0.159
H 1.205 0.789 0.610 0.34 -0.36 -0.29 0.226
H -0.443 0.582 0.775 -0.70 -0.74 -0.85 0.301
Cl 0.904 -3.476 -6.939 0.04 0.02 -0.15 -0.147
C -0.172 -4.587 -6.088 0.42 0.03 0.89 -0.230
Cl -0.667 -5.966 -7.060 -0.27 0.17 -0.11 -0.141
H 0.378 -5.001 -5.243 0.02 0.13 -0.17 0.246
H -0.992 -3.992 -5.687 -0.20 -0.36 -0.45 0.272
Cl -1.554 -1.504 6.889 -0.16 -0.78 -0.27 -0.143
C -2.041 -3.238 6.944 0.10 0.42 1.03 -0.220
Cl -1.320 -3.997 8.446 -0.48 0.25 -1.14 -0.153
H -3.125 -3.252 7.056 0.27 -0.08 0.05 0.246
H -1.735 -3.773 6.045 0.26 0.19 0.32 0.272
Cl 2.477 5.820 1.038 -0.11 0.11 0.80 -0.140
C 2.156 6.508 2.669 -0.44 -0.27 -0.08 -0.232
Cl 0.801 5.680 3.546 0.62 0.39 -0.58 -0.152
H 3.029 6.404 3.313 -0.09 0.01 -0.38 0.268
H 1.876 7.548 2.498 0.02 -0.26 0.24 0.257


[2]
32
Properties=species:S:1:pos:R:3:forces:R:3:mulliken_charge:R:1 method="wB97M-V/def2-TZVPD" spin_multiplicity=5 homo_ha="-0.1930 / -0.3228" relative_energy_kj_mol=12.6 s_squared=6.013 e_lumo_ev="0.6 / -3.3"
Pd -0.923 0.177 -0.514 1.92 -2.88 0.58 0.217
Cl -0.343 1.483 1.791 0.74 -0.14 -0.09 -0.127
Cl 0.272 -1.127 -2.006 0.01 -0.17 -0.22 -0.359
C -2.630 0.694 -1.360 -2.37 -0.34 0.32 -1.133
H -2.740 -0.048 -2.134 -0.69 -0.23 0.01 0.315
H -3.300 0.741 -0.475 -0.01 0.05 -1.11 0.310
C 0.663 1.178 0.286 1.45 0.20 1.84 -0.427
C -1.777 1.793 -1.666 0.33 2.45 -1.58 0.071
H 1.444 0.433 0.547 -0.69 0.44 0.00 0.694
C -1.900 3.096 -0.972 0.41 0.81 0.04 -0.582
H -1.260 1.827 -2.630 -0.21 -0.22 0.17 0.374
C -0.679 4.070 -1.047 -0.85 0.01 -0.28 -0.796
H -2.784 3.613 -1.386 0.07 0.05 0.11 0.373
H -2.114 2.936 0.084 -0.22 -0.04 0.20 0.273
C 0.482 3.681 -0.148 0.15 0.07 -0.23 -0.678
H -0.373 4.196 -2.096 0.06 -0.14 0.19 0.328
H -1.040 5.060 -0.725 0.07 -0.24 -0.09 0.378
C 1.166 2.353 -0.500 0.02 0.24 0.73 -0.739
H 1.242 4.480 -0.132 -0.35 -0.23 -0.07 0.335
H 0.080 3.579 0.867 0.32 0.37 -0.20 0.386
H 1.026 2.029 -1.525 0.03 0.34 -0.55 0.401
H 2.251 2.456 -0.354 -0.20 -0.17 0.07 0.336
C 1.702 -3.561 1.767 -0.13 -0.20 0.34 -1.124
S 0.976 -1.944 1.513 0.90 0.50 -0.90 0.809
C -0.636 -2.146 2.244 -0.07 -0.35 0.60 -0.910
O 1.793 -1.006 2.340 -0.18 0.00 0.15 -0.680
H 0.978 -4.288 1.397 0.18 -0.16 -0.02 0.371
H 1.893 -3.698 2.845 -0.06 0.03 -0.45 0.329
H 2.636 -3.612 1.188 -0.39 0.08 0.26 0.337
H -0.713 -3.170 2.598 -0.26 -0.02 0.27 0.427
H -0.689 -1.425 3.071 -0.11 -0.24 -0.26 0.283
H -1.394 -1.959 1.479 0.10 0.12 0.15 0.210


[3]
41
Properties=species:S:1:pos:R:3:forces:R:3:mulliken_charge:R:1 method="wB97M-V/def2-TZVPD" homo_ha=-0.3541 smiles="O=C1C=C(O)C(=O)C=C1O.ClCCl.ClCCl.ClCCl.O.O.O.O" e_lumo_ev=-1.7
O 20.113 -3.558 22.843 -0.62 0.47 0.05 -0.320
C 20.762 -4.071 23.729 1.45 -0.84 0.27 0.542
C 21.318 -5.411 23.630 -0.05 -0.29 -0.22 -1.097
C 22.211 -5.902 24.512 -0.90 0.08 -0.09 0.436
O 22.601 -7.167 24.427 0.66 -0.03 0.00 -0.515
C 22.678 -5.075 25.688 0.18 0.12 -0.37 0.658
O 23.589 -5.454 26.394 0.03 -0.65 -0.10 -0.599
C 22.017 -3.814 25.880 -0.05 -0.21 0.18 -0.771
C 21.150 -3.330 24.979 -0.56 1.51 0.71 0.657
O 20.608 -2.124 25.196 -0.13 -0.56 -0.68 -0.547
H 20.999 -6.016 22.791 0.00 0.01 -0.02 0.491
H 23.367 -7.311 25.010 -0.17 0.13 0.16 0.343
H 22.268 -3.320 26.808 -0.05 0.37 -0.19 0.452
H 19.945 -1.897 24.500 -0.06 0.05 0.22 0.257
Cl 16.913 -5.456 17.339 -0.27 -0.01 -0.33 -0.173
C 17.501 -5.196 18.982 -0.03 -0.54 -0.45 0.224
Cl 18.100 -6.735 19.651 0.10 0.32 0.13 -0.168
H 18.304 -4.481 18.867 0.07 0.06 0.58 -0.076
H 16.661 -4.878 19.583 0.18 0.23 0.12 0.194
Cl 22.382 -2.057 15.761 0.25 -0.34 0.08 -0.138
C 22.432 -3.377 16.918 0.10 -0.81 0.64 -0.419
Cl 21.051 -3.285 18.047 0.12 -0.24 -0.17 -0.044
H 22.420 -4.375 16.485 -0.53 0.33 -0.66 0.328
H 23.344 -3.427 17.510 -0.02 0.89 0.04 0.299
Cl 21.961 -0.506 19.842 0.00 0.44 0.08 -0.134
C 21.806 -0.298 21.581 -0.76 -0.14 0.87 0.293
Cl 22.988 -1.276 22.452 0.15 -0.07 0.12 -0.163
H 21.861 0.719 21.961 0.52 0.17 -0.67 0.346
H 20.814 -0.623 21.894 0.06 -0.32 -0.27 -0.340
O 18.315 -1.014 24.004 0.33 0.11 0.18 -0.607
H 17.782 -0.982 23.194 -0.27 -0.02 -0.27 0.301
H 17.680 -0.856 24.709 0.07 -0.05 0.01 0.245
O 16.825 -2.918 22.534 -0.10 -2.33 0.82 -0.509
H 16.277 -3.704 22.425 0.11 -0.20 0.19 0.241
H 17.726 -3.258 22.646 -0.20 -0.02 0.11 0.261
O 16.838 -0.967 21.493 0.40 2.12 -1.42 -0.713
H 16.035 -1.373 21.151 0.25 0.06 0.29 0.306
H 17.573 -1.439 21.043 -0.49 0.31 0.15 0.469
O 19.063 -2.265 20.509 0.41 -0.18 -0.03 -0.632
H 19.549 -2.678 21.243 -0.10 -0.05 -0.12 0.498
H 19.749 -1.956 19.903 -0.12 0.11 0.05 0.126


Computed total energy, in the same sequence as the records: -8637.09427 -1875.12449 -3716.78249 Eh.